Here is a structure of composition C37H43F3N4O5SScSe from the OMol25 dataset. Energies are from ωB97M-V/def2-TZVPD.

Last column: Löwdin charge in e.
Geometry (Å):
Sc  0.26786  0.73850  0.54282  0.79
C  -2.08623  -2.55116  0.55739  -0.22
C  -1.19737  -3.60228  -0.13525  -0.21
N  -0.26770  -2.91208  -0.99826  -0.08
C  -0.01876  -3.45673  -2.30407  -0.30
C  -1.17952  -3.17959  -3.26777  -0.45
S  -1.52642  -1.39091  -3.42410  0.88
C  -3.18697  -1.14976  -2.68481  -0.44
C  -3.41885  -1.86892  -1.36463  -0.29
N  -2.41333  -1.51798  -0.39473  -0.10
H  -2.97936  -3.03698  0.99502  0.12
H  -1.49877  -2.08957  1.35845  0.07
H  -0.70634  -4.22428  0.63065  0.12
H  -1.81291  -4.27123  -0.74289  0.10
H  0.55845  -2.61005  -0.50303  0.08
H  0.87398  -2.97711  -2.71003  0.11
H  0.15903  -4.55104  -2.29104  0.11
H  -0.92010  -3.52913  -4.26587  0.06
H  -2.09704  -3.66362  -2.95083  0.06
H  -3.24396  -0.07188  -2.53179  0.05
H  -3.94043  -1.45004  -3.41592  0.07
H  -4.43776  -1.61235  -1.02458  0.12
H  -3.40490  -2.94997  -1.52690  0.09
H  -2.66111  -0.64631  0.06529  0.00
O  7.24647  1.23214  -1.83569  -0.04
C  6.55665  2.16633  -1.42432  -0.71
O  6.77606  3.37194  -1.33097  -0.03
C  5.10995  1.72445  -0.94352  -0.07
C  4.72556  0.39258  -1.05841  0.00
C  3.45226  0.02484  -0.67328  -0.13
N  2.56349  0.88550  -0.16876  0.03
C  2.94214  2.17003  -0.03703  -0.17
C  4.19022  2.62945  -0.42819  0.06
C  1.88875  3.08779  0.58333  -0.58
O  2.02034  4.29636  0.52453  0.09
O  0.90716  2.46057  1.13036  -0.15
H  5.44051  -0.31167  -1.46117  0.11
H  3.09707  -0.99589  -0.78239  0.10
H  4.45022  3.67482  -0.33899  0.13
O  0.02028  0.99458  -1.51291  -0.09
C  -0.28665  1.38131  -2.64209  -0.50
C  -1.36540  2.38983  -2.90465  -0.10
C  -0.59223  3.65894  -3.34511  -0.15
C  0.87183  3.74102  -2.85653  -0.16
C  1.91874  3.02163  -3.72692  -0.15
C  1.87029  1.48918  -3.63230  -0.14
N  0.47765  1.08536  -3.72501  0.07
H  -1.92876  2.57348  -1.98959  0.04
H  -2.04923  2.06164  -3.68564  0.12
H  -1.12388  4.51961  -2.94184  0.11
H  -0.60289  3.74076  -4.43487  0.11
H  0.94313  3.39031  -1.82433  0.10
H  1.15308  4.79546  -2.83711  0.12
H  2.91330  3.35456  -3.42647  0.12
H  1.76540  3.31359  -4.76945  0.11
H  2.26359  1.14479  -2.67766  0.10
H  2.44102  1.02072  -4.43555  0.13
H  0.06238  1.36879  -4.60355  0.14
C  -7.22219  1.44039  4.20302  -0.06
C  -5.99587  1.48911  3.33699  -0.28
C  -4.79122  0.93431  3.73512  -0.02
C  -3.66368  0.96084  2.92433  -0.30
C  -2.39481  0.32585  3.40460  -0.07
C  -3.74565  1.57526  1.67365  -0.47
Se  -2.19938  1.72205  0.49189  0.79
C  -4.95721  2.14142  1.24949  -0.31
C  -5.07591  2.78378  -0.09802  -0.10
C  -6.05601  2.09171  2.08879  -0.03
H  -7.10564  0.71566  5.00487  0.07
H  -8.09269  1.16127  3.60944  0.07
H  -7.42047  2.41594  4.64883  0.08
H  -4.71972  0.47283  4.71025  0.11
H  -2.47031  0.07444  4.45885  0.08
H  -1.54846  1.00325  3.25614  0.06
H  -2.18583  -0.59175  2.84901  0.06
H  -4.87436  2.04713  -0.87706  0.06
H  -4.32325  3.56574  -0.19348  0.06
H  -6.06449  3.21008  -0.25416  0.07
H  -6.98464  2.54267  1.76539  0.11
F  7.48146  -4.60185  3.15242  0.13
C  6.63025  -4.11870  4.06898  -0.58
F  6.36254  -5.15578  4.90119  0.12
F  7.33627  -3.24660  4.81518  0.13
C  5.38275  -3.52283  3.49640  -0.13
C  5.10285  -3.59150  2.13803  0.00
C  3.94476  -3.02453  1.64623  -0.01
C  3.05071  -2.37067  2.50013  -0.24
C  3.34177  -2.32625  3.86819  -0.01
C  4.49308  -2.89598  4.36341  -0.01
C  1.91231  -1.67724  2.01250  -0.14
C  0.95620  -1.01195  1.64468  -0.08
H  5.79977  -4.07441  1.47102  0.12
H  3.74142  -3.07517  0.58783  0.11
H  2.65672  -1.82093  4.53094  0.12
H  4.71900  -2.84796  5.41784  0.12

Forces on the atoms, in the same order (eV/Å):
Sc -0.04 -0.27 -0.59
C 0.03 -0.15 -0.08
C -0.06 0.25 0.17
N 0.66 -0.38 0.12
C -0.17 -0.07 0.05
C 0.08 0.54 -0.03
S -0.29 -0.17 -0.06
C 0.30 -0.46 -0.28
C -0.03 0.16 -0.07
N -0.55 0.34 0.52
H 0.20 0.02 0.08
H -0.15 -0.11 -0.03
H -0.08 0.03 -0.15
H 0.02 -0.02 -0.01
H 0.02 -0.07 -0.05
H 0.04 -0.05 0.02
H 0.03 0.14 -0.10
H -0.08 -0.17 -0.01
H -0.06 -0.21 -0.02
H -0.04 0.07 0.00
H -0.08 0.10 0.05
H 0.04 -0.14 -0.05
H -0.06 0.05 0.00
H 0.09 -0.12 -0.08
O 0.41 -0.63 -0.26
C -0.93 -0.25 0.29
O 0.06 0.80 0.09
C 0.45 0.04 -0.21
C -0.09 0.20 0.04
C -0.29 -0.26 -0.02
N -0.17 0.43 0.29
C -0.10 -0.02 0.03
C -0.15 -0.05 -0.01
C 1.54 1.07 -0.61
O -0.14 -0.51 0.11
O -0.58 -0.10 0.57
H -0.01 -0.04 0.00
H 0.05 0.00 0.05
H 0.02 0.01 0.04
O 0.28 0.01 -0.04
C -0.34 -0.10 -0.65
C 0.00 0.03 0.34
C 0.12 0.11 0.09
C 0.10 0.10 -0.18
C 0.10 -0.19 0.17
C 0.48 0.33 0.07
N -0.26 -0.24 0.12
H 0.02 -0.13 -0.10
H -0.03 -0.14 -0.06
H -0.07 0.04 -0.10
H -0.02 0.07 -0.02
H 0.01 0.15 0.01
H -0.02 -0.04 0.10
H 0.06 0.04 -0.08
H 0.05 0.08 -0.08
H 0.02 -0.01 -0.07
H 0.01 -0.01 0.11
H -0.11 0.09 0.16
C 0.07 0.05 -0.01
C -0.03 -0.05 -0.06
C -0.17 0.03 0.02
C 0.10 0.03 -0.10
C 0.07 0.10 -0.08
C 0.64 -0.01 -0.19
Se -1.03 0.15 0.37
C 0.16 -0.04 -0.10
C 0.12 0.01 0.04
C 0.05 -0.05 0.11
H -0.02 -0.04 0.10
H -0.07 -0.01 0.04
H -0.06 0.03 0.06
H 0.00 -0.11 0.13
H 0.04 -0.05 0.12
H -0.03 -0.08 0.07
H 0.07 0.03 -0.01
H 0.02 0.04 -0.11
H 0.00 0.08 -0.14
H -0.08 0.01 0.03
H -0.13 0.02 -0.09
F -0.13 0.07 -0.32
C 0.40 -0.35 0.35
F -0.23 -0.01 -0.01
F -0.14 0.25 -0.03
C -0.02 0.04 -0.08
C 0.20 -0.08 0.30
C -0.20 0.10 0.02
C 0.53 -0.15 0.16
C -0.07 0.01 -0.01
C 0.19 -0.14 -0.12
C -0.59 0.09 -0.17
C 0.16 -0.28 0.12
H 0.04 -0.03 -0.06
H -0.08 0.06 -0.09
H -0.06 0.06 0.04
H 0.00 0.02 0.11

The energy above the lowest of the compared OMol25 structures with the same formula, charge and spin is 241.41 kJ/mol. The HOMO-LUMO gap comes out at 7.30 eV. Its total charge is -1.